1.
{
  "formula": "C32H29BrMgN5O3S",
  "method": "wB97M-V/def2-TZVPD",
  "e_above_lowest_kj_mol": 7.4,
  "total_energy_ev": -133567.5440,
  "charge": 1,
  "symbols": ["Mg", "C", "C", "C", "C", "C", "C", "C", "S", "O", "O", "N", "C", "C", "C", "C", "C", "C", "C", "C", "N", "C", "H", "H", "H", "H", "H", "H", "H", "H", "H", "H", "H", "H", "H", "C", "N", "N", "C", "O", "C", "C", "C", "C", "C", "C", "C", "C", "C", "H", "H", "H", "H", "H", "H", "H", "H", "H", "H", "H", "H", "Br", "C", "C", "C", "C", "N", "C", "H", "H", "H", "H"],
  "coordinates": [[0.448, 0.579, -0.837], [5.523, -2.960, 4.025], [4.410, -2.642, 3.060], [3.299, -1.840, 3.349], [2.221, -1.591, 2.514], [2.210, -2.273, 1.305], [3.255, -3.112, 0.965], [4.359, -3.252, 1.804], [0.948, -1.932, 0.102], [0.368, -3.179, -0.321], [0.044, -0.914, 0.731], [1.634, -1.091, -1.022], [1.939, -1.490, -2.280], [2.509, -2.670, -2.690], [2.842, -2.815, -4.065], [2.535, -1.931, -5.050], [1.804, -0.749, -4.642], [1.450, 0.355, -5.532], [0.777, 1.442, -5.054], [0.364, 1.441, -3.744], [0.775, 0.534, -2.865], [1.520, -0.527, -3.312], [5.855, -2.116, 4.632], [6.440, -3.305, 3.543], [5.201, -3.732, 4.688], [3.232, -1.306, 4.322], [1.465, -0.947, 2.866], [3.201, -3.710, -0.001], [5.153, -3.875, 1.462], [2.596, -3.493, -2.028], [3.265, -3.750, -4.464], [2.865, -2.060, -6.083], [1.746, 0.170, -6.544], [0.498, 2.262, -5.759], [-0.275, 2.246, -3.360], [-5.998, 0.502, -0.401], [-4.656, 0.022, -0.308], [-3.714, 1.003, -0.273], [-2.472, 0.428, -0.559], [-1.449, 1.124, -0.551], [-2.736, -0.977, -0.838], [-4.082, -1.118, -0.747], [-4.914, -2.344, -1.096], [-3.705, 1.876, 0.908], [-4.010, 1.309, 2.158], [-4.087, 2.177, 3.250], [-3.768, 3.519, 3.107], [-3.493, 4.065, 1.794], [-3.449, 3.217, 0.715], [-6.170, 1.223, 0.385], [-6.713, -0.306, -0.207], [-6.263, 1.019, -1.357], [-2.060, -1.744, -0.918], [-4.212, -3.198, -1.261], [-5.481, -2.126, -2.049], [-5.659, -2.521, -0.366], [-4.174, 0.252, 2.268], [-4.407, 1.791, 4.210], [-3.726, 4.247, 3.898], [-3.193, 5.104, 1.696], [-3.453, 3.637, -0.283], [0.271, 5.287, 2.520], [1.234, 3.747, 1.974], [2.566, 3.569, 2.345], [3.196, 2.495, 1.703], [2.479, 1.601, 0.929], [1.311, 1.981, 0.374], [0.656, 3.003, 0.933], [3.062, 4.355, 2.926], [4.189, 2.144, 2.063], [2.963, 0.651, 0.662], [-0.365, 3.216, 0.679]]
}

2.
{
  "formula": "C32H29Cl2IInNO3PSeSi",
  "method": "wB97M-V/def2-TZVPD",
  "e_above_lowest_kj_mol": 0.0,
  "total_energy_ev": -162126.1851,
  "charge": -1,
  "symbols": ["In", "Cl", "C", "C", "C", "Cl", "C", "C", "C", "C", "N", "C", "C", "O", "H", "H", "H", "H", "O", "C", "O", "C", "C", "C", "C", "C", "C", "P", "C", "C", "C", "C", "C", "C", "C", "C", "C", "C", "C", "C", "H", "H", "H", "H", "H", "H", "H", "H", "H", "H", "H", "H", "H", "H", "I", "C", "H", "H", "C", "Si", "C", "C", "Se", "H", "H", "H", "H", "H", "H", "H", "H", "H"],
  "coordinates": [[-1.796, -0.622, 0.569], [-5.167, -1.078, 4.398], [-5.359, -0.116, 2.975], [-6.418, 0.780, 2.919], [-6.598, 1.580, 1.816], [-7.916, 2.712, 1.814], [-5.732, 1.496, 0.712], [-5.831, 2.262, -0.467], [-4.917, 2.086, -1.474], [-3.891, 1.147, -1.304], [-3.784, 0.424, -0.220], [-4.655, 0.568, 0.783], [-4.423, -0.261, 1.940], [-3.439, -1.069, 1.996], [-7.095, 0.844, 3.758], [-6.637, 2.977, -0.557], [-4.974, 2.666, -2.382], [-3.133, 0.991, -2.063], [-1.564, 1.784, 0.784], [-0.616, 1.677, -0.009], [-0.526, 0.761, -0.872], [0.530, 2.607, 0.049], [0.409, 3.898, 0.533], [1.511, 4.730, 0.528], [2.727, 4.259, 0.048], [2.863, 2.944, -0.363], [1.759, 2.094, -0.362], [1.817, 0.305, -0.737], [3.587, 0.007, -0.306], [4.470, -0.778, -1.040], [5.685, -1.163, -0.496], [6.028, -0.798, 0.795], [5.147, -0.029, 1.541], [3.940, 0.360, 0.998], [1.871, 0.307, -2.565], [1.780, -0.933, -3.189], [1.711, -1.032, -4.566], [1.724, 0.117, -5.340], [1.815, 1.356, -4.726], [1.888, 1.454, -3.348], [-0.552, 4.229, 0.894], [1.416, 5.744, 0.890], [3.581, 4.924, 0.011], [3.826, 2.578, -0.698], [4.208, -1.096, -2.042], [6.370, -1.767, -1.078], [6.968, -1.114, 1.227], [5.398, 0.250, 2.556], [3.240, 0.934, 1.593], [1.737, -1.822, -2.574], [1.641, -2.006, -5.031], [1.642, 0.045, -6.416], [1.828, 2.252, -5.332], [1.935, 2.426, -2.878], [-3.448, -3.621, -0.531], [-1.986, -2.148, -1.057], [-2.342, -1.681, -1.971], [-1.071, -2.691, -1.265], [1.918, -3.261, 3.452], [0.495, -2.894, 2.225], [-1.077, -3.880, 2.701], [1.157, -3.399, 0.491], [0.060, -0.635, 2.353], [2.168, -4.316, 3.437], [1.653, -2.988, 4.466], [2.800, -2.697, 3.172], [-1.097, -4.875, 2.267], [-1.962, -3.346, 2.366], [-1.160, -3.976, 3.779], [2.052, -4.014, 0.559], [1.411, -2.506, -0.079], [0.403, -3.959, -0.057]]
}

3.
{
  "formula": "C32H29Cl2N6O3Re",
  "method": "wB97M-V/def2-TZVPD",
  "e_above_lowest_kj_mol": 274.2,
  "total_energy_ev": -75884.9358,
  "charge": 3,
  "multiplicity": 2,
  "symbols": ["Re", "C", "C", "C", "C", "C", "C", "C", "H", "H", "H", "H", "H", "H", "H", "H", "C", "N", "C", "C", "C", "N", "C", "O", "N", "H", "H", "H", "H", "H", "H", "H", "Cl", "C", "C", "C", "C", "C", "Cl", "C", "N", "C", "C", "C", "C", "C", "C", "C", "C", "O", "O", "H", "H", "H", "H", "H", "H", "H", "H", "H", "H", "N", "C", "C", "C", "C", "C", "N", "C", "H", "H", "H", "H"],
  "coordinates": [[-0.283, -0.452, -1.923], [-3.320, 2.205, -0.720], [-2.979, 0.810, -1.122], [-3.244, -0.273, -0.300], [-2.842, -1.544, -0.683], [-2.292, -1.795, -1.950], [-2.216, -0.740, -2.896], [-2.381, 0.580, -2.394], [-2.434, 2.843, -0.762], [-3.737, 2.246, 0.283], [-4.050, 2.629, -1.413], [-3.727, -0.121, 0.655], [-2.982, -2.377, -0.004], [-2.091, -2.809, -2.266], [-2.130, -0.931, -3.957], [-2.335, 1.413, -3.085], [1.315, -3.498, -5.366], [1.082, -2.041, -5.274], [1.267, -1.207, -6.344], [1.001, 0.115, -6.276], [0.520, 0.649, -5.047], [0.365, -0.180, -4.004], [0.614, -1.495, -4.140], [0.338, -2.139, -3.083], [0.230, 1.934, -4.894], [2.111, -3.671, -6.083], [0.404, -3.997, -5.687], [1.616, -3.865, -4.390], [1.636, -1.677, -7.246], [1.152, 0.746, -7.139], [0.327, 2.586, -5.656], [-0.120, 2.277, -4.014], [-1.321, 2.500, 5.179], [-2.053, 0.952, 5.081], [-3.097, 0.658, 5.934], [-3.814, -0.522, 5.781], [-3.522, -1.417, 4.752], [-2.490, -1.130, 3.897], [-2.059, -2.245, 2.649], [-1.701, 0.038, 4.053], [-0.672, 0.262, 3.173], [0.596, 0.699, 3.526], [1.066, 0.423, 4.823], [2.310, 0.861, 5.217], [3.091, 1.586, 4.324], [2.638, 1.828, 3.027], [1.409, 1.374, 2.589], [0.960, 1.658, 1.174], [0.812, 0.427, 0.306], [1.632, -1.031, -0.954], [-0.489, 0.107, -0.025], [-3.365, 1.370, 6.702], [-4.625, -0.742, 6.462], [-4.082, -2.335, 4.637], [-0.820, -0.088, 2.229], [0.453, -0.167, 5.492], [2.675, 0.632, 6.208], [4.065, 1.946, 4.625], [3.266, 2.390, 2.345], [1.698, 2.320, 0.715], [0.002, 2.180, 1.152], [3.402, -1.717, 3.324], [3.294, -1.281, 2.266], [3.035, -0.680, 0.990], [3.979, 0.025, 0.352], [3.807, 0.840, -0.854], [2.672, 1.070, -1.515], [1.449, 0.431, -1.151], [1.621, -0.863, 0.508], [4.967, 0.048, 0.794], [4.695, 1.338, -1.221], [2.600, 1.724, -2.372], [1.101, -1.693, 0.984]]
}

4.
{
  "formula": "C32H29F3N6O5PPbS",
  "method": "wB97M-V/def2-TZVPD",
  "e_above_lowest_kj_mol": 507.0,
  "total_energy_ev": -86328.7701,
  "charge": 3,
  "symbols": ["Pb", "F", "C", "F", "F", "C", "C", "C", "C", "N", "C", "S", "H", "H", "H", "O", "N", "C", "C", "C", "C", "C", "C", "C", "P", "C", "C", "C", "C", "C", "C", "C", "C", "C", "C", "C", "C", "H", "H", "H", "H", "H", "H", "H", "H", "H", "H", "H", "H", "H", "H", "H", "H", "O", "O", "N", "C", "N", "O", "H", "H", "H", "H", "O", "C", "N", "C", "C", "C", "N", "C", "C", "H", "H", "H", "H", "H", "H"],
  "coordinates": [[-0.903, 0.223, -0.032], [-4.204, 4.236, -1.828], [-3.069, 4.516, -2.489], [-2.282, 5.222, -1.660], [-3.379, 5.299, -3.524], [-2.375, 3.255, -2.947], [-2.158, 3.031, -4.290], [-1.506, 1.875, -4.702], [-1.056, 1.008, -3.738], [-1.244, 1.223, -2.423], [-1.928, 2.303, -2.022], [-2.227, 2.411, -0.291], [-2.503, 3.758, -5.013], [-1.344, 1.667, -5.750], [-0.531, 0.101, -4.001], [1.666, -1.146, -1.800], [0.830, -1.666, -2.870], [1.059, -2.885, -3.135], [2.039, -3.783, -2.552], [2.278, -4.994, -3.193], [3.207, -5.892, -2.689], [3.892, -5.600, -1.516], [3.640, -4.414, -0.843], [2.740, -3.484, -1.380], [2.514, -2.069, -0.359], [3.810, -0.930, -0.296], [4.920, -1.086, -1.148], [5.950, -0.173, -1.075], [5.872, 0.896, -0.185], [4.768, 1.062, 0.648], [3.722, 0.162, 0.593], [1.933, -2.583, 1.180], [2.715, -2.368, 2.334], [2.350, -3.006, 3.503], [1.207, -3.798, 3.544], [0.411, -3.979, 2.410], [0.764, -3.375, 1.227], [1.558, -0.183, -1.911], [0.431, -3.256, -3.940], [1.723, -5.237, -4.090], [3.384, -6.827, -3.203], [4.618, -6.296, -1.118], [4.172, -4.199, 0.077], [4.978, -1.925, -1.831], [6.816, -0.284, -1.715], [6.681, 1.615, -0.146], [4.731, 1.896, 1.336], [2.841, 0.293, 1.213], [3.615, -1.772, 2.301], [2.964, -2.888, 4.387], [0.930, -4.282, 4.472], [-0.470, -4.605, 2.457], [0.156, -3.512, 0.340], [-2.782, -0.885, -0.992], [-3.835, -1.396, -0.111], [0.643, 3.518, 3.064], [-0.284, 2.666, 2.594], [-1.575, 2.982, 2.816], [0.057, 1.601, 2.021], [0.402, 4.337, 3.595], [1.613, 3.278, 2.986], [-1.836, 3.899, 3.139], [-2.285, 2.465, 2.329], [1.557, 0.726, 4.469], [1.342, 0.079, 3.575], [-5.412, -2.041, 4.349], [-4.479, -1.618, 3.488], [-3.253, -1.065, 3.931], [-2.337, -0.629, 3.017], [-2.531, -0.696, 1.676], [-3.663, -1.226, 1.311], [-4.671, -1.703, 2.096], [-5.269, -1.975, 5.342], [-6.281, -2.436, 4.035], [-3.049, -0.970, 4.990], [-1.397, -0.189, 3.325], [-4.626, -0.916, -0.423], [-5.570, -2.133, 1.673]]
}

5.
{
  "formula": "C32H29IrN4P2S2",
  "method": "wB97M-V/def2-TZVPD",
  "e_above_lowest_kj_mol": 203.6,
  "total_energy_ev": -82676.2236,
  "charge": 3,
  "multiplicity": 2,
  "symbols": ["Ir", "N", "P", "C", "C", "C", "C", "C", "C", "C", "C", "C", "C", "C", "C", "P", "C", "C", "C", "C", "C", "C", "C", "C", "C", "C", "C", "C", "H", "H", "H", "H", "H", "H", "H", "H", "H", "H", "H", "H", "H", "H", "H", "H", "H", "H", "H", "H", "H", "S", "C", "N", "N", "C", "S", "N", "C", "C", "C", "C", "C", "C", "H", "H", "H", "H", "H", "H", "H", "H"],
  "coordinates": [[-0.411, -1.045, -0.583], [1.242, 1.447, -1.293], [1.698, -0.050, -0.735], [3.443, -0.019, -0.385], [3.909, 0.006, 0.932], [5.273, 0.070, 1.161], [6.155, 0.104, 0.087], [5.682, 0.078, -1.222], [4.323, 0.016, -1.473], [1.451, -1.142, -2.135], [2.165, -2.370, -2.233], [1.883, -3.238, -3.253], [0.840, -2.956, -4.158], [0.105, -1.791, -4.054], [0.401, -0.874, -3.048], [-0.380, 1.725, -0.851], [-0.356, 3.209, 0.106], [0.690, 3.431, 1.021], [0.706, 4.591, 1.764], [-0.339, 5.508, 1.637], [-1.381, 5.285, 0.740], [-1.417, 4.123, -0.004], [-1.284, 2.018, -2.375], [-0.685, 2.785, -3.379], [-1.401, 3.050, -4.534], [-2.678, 2.522, -4.705], [-3.267, 1.760, -3.704], [-2.567, 1.497, -2.536], [1.935, 2.193, -1.316], [3.215, -0.028, 1.763], [5.650, 0.092, 2.174], [7.221, 0.148, 0.269], [6.374, 0.097, -2.053], [3.952, -0.012, -2.490], [2.951, -2.599, -1.523], [2.463, -4.144, -3.358], [0.616, -3.663, -4.947], [-0.690, -1.577, -4.756], [-0.071, 0.101, -3.071], [1.482, 2.701, 1.144], [1.513, 4.779, 2.459], [-0.357, 6.389, 2.265], [-2.172, 6.014, 0.632], [-2.234, 3.937, -0.690], [0.314, 3.186, -3.256], [-0.956, 3.670, -5.300], [-3.211, 2.693, -5.630], [-4.264, 1.364, -3.838], [-3.012, 0.895, -1.753], [-4.947, -0.806, 0.363], [-3.419, -0.816, 0.114], [-2.222, -0.824, -0.071], [0.469, -4.043, 2.967], [-0.223, -3.271, 2.150], [0.492, -2.963, 0.589], [-1.390, -2.744, 2.468], [-2.135, -2.786, 3.689], [-2.058, -3.816, 4.619], [-2.781, -3.720, 5.801], [-3.594, -2.626, 6.047], [-3.707, -1.625, 5.091], [-2.984, -1.708, 3.917], [1.362, -4.408, 2.677], [0.181, -4.198, 3.922], [-1.759, -2.103, 1.778], [-1.519, -4.734, 4.427], [-2.717, -4.517, 6.528], [-4.156, -2.568, 6.968], [-4.356, -0.779, 5.271], [-3.059, -0.923, 3.170]]
}

6.
{
  "formula": "C32H29N2S",
  "method": "wB97M-V/def2-TZVPD",
  "e_above_lowest_kj_mol": 150.6,
  "total_energy_ev": -47463.6957,
  "charge": 1,
  "symbols": ["C", "N", "C", "C", "C", "C", "C", "C", "S", "C", "C", "C", "C", "C", "C", "C", "C", "H", "H", "H", "H", "H", "H", "H", "H", "H", "H", "H", "H", "H", "C", "C", "N", "C", "C", "C", "C", "C", "C", "C", "C", "C", "C", "C", "C", "C", "C", "C", "H", "H", "H", "H", "H", "H", "H", "H", "H", "H", "H", "H", "H", "H", "H", "H"],
  "coordinates": [[2.295, -1.942, 3.419], [2.210, -0.482, 3.274], [3.348, 0.335, 3.278], [3.014, 1.681, 3.078], [4.011, 2.643, 2.921], [5.345, 2.223, 2.874], [5.673, 0.868, 3.010], [4.685, -0.099, 3.228], [1.282, 1.928, 2.900], [1.043, 0.191, 2.962], [-0.200, -0.391, 2.741], [-1.442, 0.297, 2.945], [-1.644, 1.357, 3.875], [-2.839, 2.080, 3.845], [-3.905, 1.661, 3.035], [-3.782, 0.487, 2.279], [-2.573, -0.209, 2.262], [1.287, -2.368, 3.494], [2.819, -2.367, 2.557], [2.860, -2.199, 4.322], [3.710, 3.679, 2.828], [6.126, 2.962, 2.718], [6.716, 0.558, 2.940], [4.918, -1.162, 3.318], [-0.237, -1.443, 2.467], [-0.888, 1.575, 4.636], [-2.939, 2.986, 4.449], [-4.825, 2.239, 3.004], [-4.618, 0.119, 1.680], [-2.473, -1.143, 1.708], [1.704, 2.842, -3.122], [1.530, 1.378, -3.010], [2.559, 0.542, -3.268], [2.157, -0.791, -3.165], [0.787, -0.794, -2.826], [0.152, -2.005, -2.581], [0.907, -3.182, -2.650], [2.296, -3.146, -2.878], [2.950, -1.926, -3.126], [0.383, 0.607, -2.663], [-0.871, 1.082, -2.284], [-2.119, 0.387, -2.425], [-2.417, -0.507, -3.498], [-3.599, -1.241, -3.486], [-4.548, -1.068, -2.467], [-5.731, -1.975, -2.377], [-4.349, -0.031, -1.538], [-3.186, 0.717, -1.549], [0.732, 3.330, -3.067], [2.333, 3.208, -2.301], [2.195, 3.110, -4.068], [3.504, 0.846, -3.483], [-0.909, -2.005, -2.334], [0.413, -4.143, -2.498], [2.871, -4.067, -2.858], [4.027, -1.841, -3.266], [-0.923, 2.122, -1.956], [-1.732, -0.591, -4.347], [-3.780, -1.994, -4.259], [-6.384, -1.666, -1.555], [-6.314, -1.961, -3.306], [-5.427, -3.015, -2.197], [-5.120, 0.151, -0.781], [-3.068, 1.561, -0.859]]
}